13
Properties=species:S:1:pos:R:3:forces:R:3 method="wB97M-V/def2-TZVPD" smiles="[H]/N=C/NO/C=N/N" e_lumo_ha=0.0222 e_above_lowest_kcal_mol=187.5 orbital_gap_ev=9.18 multiplicity=1 charge=0 homo_energy_ha=-0.3153
H 1.563 -2.023 -2.559 1.895 -0.009 -1.086
N 0.632 -1.919 -2.288 -0.822 1.434 5.232
C 0.716 -1.528 -0.990 2.482 -0.514 -2.916
N -0.465 -1.464 -0.303 -0.879 1.737 -3.188
O -0.364 -1.167 1.023 -0.316 2.643 1.987
C -0.212 0.299 1.509 -2.035 -0.419 -0.260
N -0.497 1.199 0.614 0.711 -12.275 2.428
N -0.361 2.375 0.590 -0.786 13.182 2.458
H 1.745 -1.153 -0.395 -2.783 -1.427 -1.488
H -1.086 -0.941 -1.115 0.752 -1.174 3.599
H -0.247 0.334 2.766 0.288 -0.169 -3.826
H -0.779 3.185 1.402 1.651 -3.322 -1.931
H -0.645 2.804 -0.256 -0.157 0.312 -1.008